Record 1
This record from the OMol25 dataset describes the molecule C5H7BrClFO2S at a distorted geometry. The level of theory is wB97M-V/def2-TZVPD.

- Orbital gap (alpha / beta): 0.3190 / 0.3183 hartree
- <S²>: 2.01

Geometry as ORCA input:
```
! wB97M-V def2-TZVPD RIJCOSX def2/J DEFGRID3
* xyz 0 3
C 2.001 0.066 2.462
C 1.368 -0.803 0.993
C -0.859 1.108 -2.275
C -0.260 0.103 -1.275
C -1.091 0.098 0.013
O -0.890 -1.166 2.438
O -0.734 -2.464 0.362
F 3.280 0.257 2.445
S -0.464 -1.211 1.049
Cl 2.568 -1.824 0.382
Br 0.888 1.399 3.031
H -0.187 1.419 -3.123
H -1.592 0.603 -2.742
H -1.240 1.880 -1.645
H 0.764 0.358 -0.911
H -0.358 -0.868 -1.577
H -1.082 1.124 0.532
H -2.112 -0.080 -0.156
*
```


Record 2
This record from the OMol25 dataset describes a structure of composition FH12MnO6 at a distorted geometry. The level of theory is wB97M-V/def2-TZVPD.

- Orbital gap (alpha / beta): 0.2037 / 0.2029 hartree
- <S²>: 8.75
- Relative energy (zero: lowest compared OMol25 entry of this formula, charge and spin): 0.107 eV

Geometry as ORCA input:
```
! wB97M-V def2-TZVPD RIJCOSX def2/J DEFGRID3
* xyz 1 6
Mn 0.546 -1.163 2.077
F -0.068 -0.453 0.264
O -0.130 -2.204 -1.597
H -0.128 -1.670 -0.763
H 0.804 -2.092 -1.766
O 1.474 0.764 2.523
H 1.538 0.829 3.470
H 1.465 1.601 2.069
O 2.209 0.564 -0.547
H 2.371 -0.229 -1.138
H 1.300 0.534 -0.328
O 0.746 0.247 -3.167
H 1.365 0.935 -3.018
H -0.040 0.319 -2.581
O -1.298 1.786 1.094
H -1.109 0.928 0.735
H -1.242 1.650 2.025
O -3.029 -0.495 0.206
H -2.859 -1.381 0.543
H -3.916 -0.467 -0.094
*
```


Record 3
This record from the OMol25 dataset describes a cluster of 2 separate species, C6H4Cl2N2 in total at a distorted geometry. The level of theory is wB97M-V/def2-TZVPD.

- Orbital gap: 0.3618 hartree
- Relative energy (zero: lowest compared OMol25 entry of this formula, charge and spin): 1.763 eV

Geometry as ORCA input:
```
! wB97M-V def2-TZVPD RIJCOSX def2/J DEFGRID3
* xyz 0 1
C -1.399 -1.348 3.014
C -0.976 -2.098 2.085
Cl -1.775 -2.557 0.599
C 0.323 -2.709 2.074
N 1.425 -3.061 2.103
H -0.965 -1.426 3.995
H -2.218 -0.752 2.915
C 2.714 -0.532 1.375
C 1.950 0.570 1.274
Cl 1.264 1.277 2.649
C 1.721 1.076 -0.025
N 1.555 1.330 -1.127
H 2.721 -1.055 2.323
H 2.998 -1.105 0.504
*
```


Record 4
This record from the OMol25 dataset describes a structure of composition C2H2N2O2S at a distorted geometry. The level of theory is wB97M-V/def2-TZVPD.

- Orbital gap (alpha / beta): 0.2545 / 0.2946 hartree
- Relative energy (zero: lowest compared OMol25 entry of this formula, charge and spin): 4.388 eV

Geometry as ORCA input:
```
! wB97M-V def2-TZVPD RIJCOSX def2/J DEFGRID3
* xyz 0 1
C 0.042 -0.942 -2.093
C 0.548 0.393 1.382
N -0.455 0.006 -2.580
N -0.224 -0.123 2.224
O 0.588 -1.930 -1.893
O -1.315 -0.345 2.647
S -0.131 2.027 1.284
H 1.514 0.053 1.204
H -0.566 0.862 -2.174
*
```